# 1
The following is a DFT calculation (ωB97M-V with the def2-TZVPD basis set) of a 14-piece molecular cluster, C6H39NO14 overall at a distorted geometry.

CARTESIAN COORDINATES (ANGSTROEM)
C (1.61978, 2.51527, -2.34166)
C (0.96451, 3.14365, -1.10083)
C (0.69341, 2.12874, 0.01899)
C (-1.49699, -0.92756, -0.30162)
O (-2.93112, -0.63278, -0.48291)
C (-0.81189, 0.21035, 0.40433)
C (-0.09246, 0.94253, -0.45911)
N (2.73834, 1.66658, -1.98790)
H (1.91798, 3.28851, -3.04247)
H (0.77847, 2.01781, -2.84929)
H (0.05673, 3.65138, -1.44821)
H (1.53944, 3.97290, -0.67837)
H (0.22642, 2.67250, 0.84419)
H (1.63974, 1.87882, 0.49468)
H (-1.13071, -1.13023, -1.30476)
H (-1.55422, -1.86660, 0.25965)
H (-3.05497, 0.17860, 0.02861)
H (-1.04081, 0.45229, 1.42739)
H (0.20037, 0.61865, -1.44743)
H (2.50703, 0.73065, -1.68850)
H (3.43494, 1.61472, -2.71414)
H (-3.16843, 2.38749, 1.70135)
H (-1.72033, 2.48912, 1.46649)
O (-2.54588, 2.43810, 0.96512)
H (1.53971, -3.00700, -1.61406)
H (2.70643, -4.02747, -1.33016)
O (2.00937, -3.50822, -0.92515)
H (4.62894, -0.30444, 1.58051)
H (3.58594, 0.23813, 0.65845)
O (4.32895, 0.53480, 1.21040)
H (-2.92113, 3.71343, -1.82141)
H (-3.06646, 2.43783, -1.08398)
O (-3.47072, 2.92044, -1.82113)
H (-3.50589, 0.65614, -3.61327)
H (-3.09227, 0.13434, -2.06826)
O (-3.16999, -0.02024, -3.02946)
H (1.16240, -1.32313, 0.72217)
H (2.64011, -1.68312, 0.94734)
O (2.02914, -0.93956, 0.88337)
H (0.50658, -3.14927, 3.82558)
H (-0.04642, -3.55212, 2.52877)
O (-0.12021, -2.81772, 3.16566)
H (-1.05429, -0.61599, 3.87675)
H (0.26034, -0.71252, 4.36209)
O (-0.59895, -0.42370, 4.71488)
H (2.09532, 1.36815, 3.66208)
H (2.53060, 0.81371, 2.35699)
O (1.75400, 1.23374, 2.76781)
H (0.99460, -1.14006, -2.81730)
H (0.19349, -2.29050, -3.52250)
O (1.01730, -2.07253, -3.04474)
H (-0.04166, 2.27576, 2.87686)
H (-0.31934, 1.22818, 3.91408)
O (-0.73257, 2.01129, 3.49600)
H (-1.49890, -1.66041, -4.72578)
H (-2.46008, -1.77151, -3.57585)
O (-1.58452, -2.09363, -3.86851)
H (0.72682, -4.78086, 0.22023)
H (-0.14375, -3.62298, 0.42542)
O (0.20476, -4.37298, 0.92329)

Atoms 1-3, force components in eV/Å:
-1.0 0.1 0.5
0.1 0.6 0.0
0.0 1.1 -0.4

Values from the calculation:
E_HOMO: -9.4303 eV
Charge: 0

=====

# 2
The following is a DFT calculation (ωB97M-V with the def2-TZVPD basis set) of C6H3CaN3O5S3 as an isolated structure at a distorted geometry.

CARTESIAN COORDINATES (ANGSTROEM)
Ca (-1.14990, -0.19830, 0.89609)
O (-2.90908, -0.87260, 2.13940)
S (-2.65449, -2.16151, 1.42244)
O (-3.50634, -3.26790, 1.76738)
O (-2.66708, -1.70586, -0.02916)
O (-1.17250, -2.36301, 1.65329)
C (3.84719, -0.95103, 1.91179)
O (2.90483, -0.09790, 2.54276)
C (1.80641, 0.18901, 1.87583)
S (0.70120, 1.13864, 2.72813)
S (1.53108, -0.32960, 0.30704)
H (4.59968, -1.13091, 2.67902)
H (4.27771, -0.45584, 1.03963)
H (3.35952, -1.88090, 1.59964)
N (-1.46260, 1.39376, -0.73241)
C (-1.43648, 1.59868, -1.87649)
C (-1.31106, 1.93602, -3.20432)
C (-0.01105, 2.21166, -3.71393)
N (1.00071, 2.44836, -4.19700)
C (-2.45518, 2.15205, -4.02777)
N (-3.29257, 2.34718, -4.78137)

Atoms 1-3, force components in eV/Å:
0.7 0.6 0.3
-1.2 0.0 1.1
1.5 0.8 -1.3

Values from the calculation:
E_HOMO: -2.7184 eV
Charge: -2

=====

# 3
The following is a DFT calculation (ωB97M-V with the def2-TZVPD basis set) of C6H3ClN2S as an isolated structure at a distorted geometry.

CARTESIAN COORDINATES (ANGSTROEM)
Cl (-2.89957, 1.03512, 1.86475)
C (-1.44843, 0.49369, 0.90987)
C (-1.72960, -0.12938, -0.52906)
C (-0.57335, -0.60168, -1.47055)
C (0.88600, -0.45253, -0.87822)
N (2.08742, -0.86615, -1.57885)
S (3.30052, -0.45259, -0.44722)
N (2.56044, 0.22551, 0.95037)
C (1.16441, 0.16478, 0.56409)
C (-0.01122, 0.68261, 1.50018)
H (-2.80599, -0.22281, -0.88844)
H (-0.74054, -1.02469, -2.51430)
H (0.20991, 1.14812, 2.51738)

Atoms 1-3, force components in eV/Å:
1.8 -0.7 -1.1
3.8 -0.4 -0.7
3.9 -0.4 -0.6

Values from the calculation:
E_HOMO: -8.9524 eV
Charge: 0

=====

Energy relative to the best compared isomer or geometry (same formula, charge and spin): 95.4; 0.0; 100.1 (kcal per mole)
Orbital gap: 9.5; 7.5; 7.5 (eV)
LUMO: 0.05; 4.83; -1.46 (eV)